Below is a 6-piece molecular cluster, C20H62N4O21P5 overall at a distorted geometry, with properties calculated with ωB97M-V with the def2-TZVPD basis set.

Positions of all 112 atoms, in Å:
C  4.329  2.622  -2.697
N  3.848  1.222  -2.782
C  4.147  0.550  -1.514
N  4.110  -0.968  -1.592
N  3.804  -1.407  -0.266
C  5.437  -1.595  -1.929
C  5.876  -1.477  -3.437
O  6.334  -0.143  -3.776
C  4.823  -2.025  -4.498
N  3.642  -1.162  -4.713
H  5.459  2.600  -2.799
H  3.839  3.331  -3.412
H  4.133  2.999  -1.643
H  2.864  1.155  -3.040
H  5.146  0.944  -1.157
H  3.365  0.901  -0.763
H  3.328  -1.320  -2.165
H  2.851  -1.107  -0.013
H  4.456  -0.943  0.383
H  5.423  -2.647  -1.530
H  6.206  -1.037  -1.310
H  6.796  -2.136  -3.549
H  7.120  -0.284  -4.330
H  5.376  -2.053  -5.489
H  4.551  -3.104  -4.267
H  3.426  -1.032  -5.698
H  2.812  -1.518  -4.234
C  -1.284  1.177  3.954
O  -0.756  1.302  2.648
P  0.909  1.264  2.264
O  0.942  -0.246  2.491
O  1.258  2.028  3.688
C  0.851  3.373  3.916
O  2.580  1.239  1.854
C  3.546  1.065  2.878
H  -2.198  0.582  3.894
H  -0.582  0.713  4.650
H  -1.576  2.166  4.313
H  0.267  3.405  4.840
H  0.250  3.763  3.095
H  1.732  3.998  4.059
H  3.251  0.284  3.583
H  3.704  2.006  3.407
H  4.493  0.781  2.413
C  1.649  9.344  -3.765
O  1.657  8.455  -2.669
P  3.023  7.567  -2.144
O  3.663  8.807  -1.527
O  3.526  7.420  -3.716
C  2.763  6.681  -4.660
O  4.329  6.575  -1.630
C  5.574  6.681  -2.301
H  1.023  10.196  -3.498
H  2.650  9.686  -4.036
H  1.171  8.854  -4.616
H  2.548  7.328  -5.514
H  1.827  6.320  -4.235
H  3.354  5.840  -5.023
H  5.837  7.724  -2.488
H  5.546  6.126  -3.243
H  6.341  6.227  -1.672
C  -5.697  2.198  2.534
O  -5.806  1.932  3.913
P  -5.961  0.369  4.594
O  -4.492  0.020  4.371
O  -6.861  -0.128  3.300
C  -8.125  0.468  3.014
O  -6.301  -1.088  5.427
C  -6.406  -2.292  4.694
H  -4.984  3.014  2.406
H  -5.371  1.326  1.962
H  -6.659  2.556  2.164
H  -8.110  0.835  1.985
H  -8.348  1.293  3.690
H  -8.905  -0.289  3.083
H  -5.612  -2.378  3.949
H  -7.384  -2.358  4.210
H  -6.327  -3.122  5.399
C  -12.295  -0.558  -1.180
O  -12.223  -1.453  -0.093
P  -10.826  -2.336  0.352
O  -10.132  -1.121  0.960
O  -10.395  -2.493  -1.239
C  -11.221  -3.206  -2.153
O  -9.590  -3.424  0.824
C  -8.362  -3.420  0.125
H  -12.910  0.290  -0.874
H  -11.311  -0.209  -1.502
H  -12.815  -1.045  -2.007
H  -11.452  -2.550  -2.996
H  -12.148  -3.540  -1.689
H  -10.672  -4.064  -2.541
H  -8.013  -2.402  -0.064
H  -8.460  -3.964  -0.818
H  -7.625  -3.942  0.736
C  6.665  -8.691  0.765
O  5.310  -8.345  0.577
P  4.694  -6.751  0.637
O  5.257  -6.375  -0.731
O  5.773  -6.336  1.822
C  5.743  -6.973  3.094
O  3.851  -5.271  0.823
C  4.578  -4.101  1.124
H  6.904  -9.494  0.067
H  7.340  -7.846  0.608
H  6.791  -9.097  1.770
H  6.734  -7.388  3.298
H  5.003  -7.771  3.134
H  5.529  -6.232  3.865
H  5.489  -4.026  0.522
H  4.829  -4.076  2.188
H  3.941  -3.243  0.913

Properties
HOMO energy ... -10.86 eV
Total charge ... +1
Frontier orbital gap ... 5.781 eV
Strongest force on any atom ... 8.89 eV Å⁻¹

Below is a 11-piece molecular cluster, C20H62O21 overall at a distorted geometry, with properties calculated with ωB97M-V with the def2-TZVPD basis set.

Positions of all 103 atoms, in Å:
O  3.717  -0.494  -2.661
H  2.918  -0.739  -3.074
H  4.341  -0.687  -3.368
C  -2.508  1.378  3.419
C  -3.462  2.394  2.754
O  -2.920  2.788  1.514
O  -1.212  1.999  3.340
H  -2.303  0.412  2.971
H  -2.756  1.110  4.440
H  -3.672  3.261  3.254
H  -4.306  1.783  2.455
H  -2.628  2.017  1.034
H  -1.082  2.415  2.484
C  4.421  0.189  0.898
C  2.897  0.362  0.728
O  2.273  -0.643  1.576
O  5.115  1.152  0.075
H  4.703  -0.778  0.488
H  4.584  0.189  1.935
H  2.449  0.447  -0.270
H  2.700  1.354  0.993
H  2.713  -1.513  1.459
H  4.689  1.060  -0.793
C  1.350  -2.462  -1.520
C  0.991  -3.821  -0.983
O  0.543  -3.563  0.289
O  1.730  -2.835  -2.815
H  2.074  -1.899  -0.959
H  0.403  -1.893  -1.564
H  1.914  -4.484  -1.074
H  0.271  -4.273  -1.662
H  1.226  -3.166  0.813
H  2.594  -3.222  -2.856
C  -3.619  -1.764  -1.631
C  -2.741  -2.857  -1.200
O  -2.071  -2.546  -0.011
O  -4.561  -1.578  -0.584
H  -4.131  -2.057  -2.537
H  -3.086  -0.837  -1.786
H  -1.935  -2.986  -1.913
H  -3.074  -3.936  -1.163
H  -1.318  -3.036  0.053
H  -4.760  -2.466  -0.341
C  -0.482  -0.476  -5.160
C  -1.345  -1.659  -4.557
O  -0.427  -2.733  -4.408
O  0.513  -0.233  -4.231
H  -1.080  0.449  -5.200
H  -0.028  -0.832  -6.100
H  -2.204  -1.792  -5.287
H  -1.659  -1.376  -3.539
H  0.111  -2.557  -3.699
H  1.185  -0.899  -4.318
C  0.676  -2.378  3.521
C  -0.681  -1.794  3.247
O  -1.476  -2.665  2.494
O  1.640  -1.482  4.065
H  1.114  -2.949  2.647
H  0.500  -3.228  4.299
H  -0.588  -0.888  2.647
H  -1.199  -1.631  4.175
H  -2.209  -2.170  2.109
H  1.727  -0.722  3.531
C  4.910  3.467  -3.296
C  3.493  3.745  -2.703
O  3.379  2.807  -1.629
O  5.857  4.267  -2.541
H  4.893  3.926  -4.292
H  5.170  2.486  -3.308
H  2.722  3.541  -3.390
H  3.247  4.803  -2.493
H  2.632  3.032  -1.050
H  5.890  3.848  -1.651
C  2.458  4.331  1.231
C  1.126  3.626  1.154
O  1.132  3.301  -0.187
O  2.538  4.969  2.454
H  2.680  5.046  0.429
H  3.285  3.607  1.115
H  0.353  4.281  1.449
H  0.843  2.723  1.693
H  0.472  2.687  -0.508
H  3.171  5.661  2.479
C  -0.814  1.342  -1.303
C  -0.669  0.540  -0.006
O  -2.003  0.399  0.411
O  0.377  1.667  -2.003
H  -1.408  2.251  -1.158
H  -1.569  0.845  -1.912
H  -0.155  0.971  0.777
H  -0.317  -0.465  -0.163
H  -2.205  -0.515  0.128
H  0.545  0.985  -2.655
C  -4.536  -1.538  4.337
C  -4.987  -1.501  2.870
O  -3.836  -1.341  2.033
O  -5.772  -1.724  5.046
H  -4.081  -0.549  4.553
H  -3.912  -2.419  4.609
H  -5.712  -0.717  2.677
H  -5.463  -2.448  2.470
H  -4.134  -1.131  1.098
H  -6.155  -2.570  4.787

Properties
SMILES string ... OCCO.OCCO.OCCO.OCCO.OCCO.OCCO.OCCO.OCCO.OCCO.OCCO.O
HOMO energy ... -9.49 eV
Frontier orbital gap ... 9.223 eV
Strongest force on any atom ... 5.97 eV Å⁻¹
Energy relative to the best compared isomer or geometry (same formula, charge and spin) ... 354.3 kJ/mol

Below is a 9-piece molecular cluster, C20H64N5O8 overall at a distorted geometry, with properties calculated with ωB97M-V with the def2-TZVPD basis set.

Positions of all 97 atoms, in Å:
N  7.296  24.657  25.630
H  6.788  24.115  24.787
H  8.075  25.025  25.411
H  7.349  23.926  26.472
H  6.767  25.298  26.066
C  10.206  25.458  28.222
C  9.047  26.330  28.351
C  9.415  27.325  29.491
O  9.564  26.596  30.666
C  9.811  27.480  31.873
N  8.757  27.064  27.191
H  10.411  24.860  29.152
H  11.113  25.921  27.927
H  10.098  24.514  27.744
H  8.116  25.721  28.973
H  8.570  28.046  29.700
H  10.248  27.807  29.364
H  9.802  27.135  32.957
H  8.862  28.080  31.691
H  10.842  28.010  31.780
H  7.837  27.517  27.308
H  9.248  27.784  26.922
C  8.257  28.659  24.244
C  9.610  29.285  23.956
C  10.698  29.260  25.138
O  10.155  29.881  26.257
C  11.131  30.059  27.304
N  10.248  28.626  22.741
H  7.572  28.908  23.287
H  7.799  29.247  24.964
H  8.275  27.543  24.601
H  9.399  30.346  23.849
H  11.605  29.646  24.706
H  10.825  28.267  25.429
H  11.598  29.134  27.297
H  10.827  30.141  28.354
H  11.969  30.680  26.968
H  11.181  28.888  22.736
H  9.831  29.185  21.984
C  4.058  27.379  27.024
C  4.890  28.497  27.738
C  5.089  28.291  29.183
O  3.831  28.419  29.927
C  3.942  28.211  31.410
N  6.222  28.491  27.096
H  2.934  27.520  27.449
H  4.616  26.394  27.281
H  4.181  27.576  26.080
H  4.317  29.348  27.477
H  5.775  28.773  29.527
H  5.451  27.252  29.446
H  4.230  26.942  31.524
H  2.958  28.521  31.855
H  4.737  28.707  31.916
H  6.812  29.216  27.506
H  6.067  28.709  26.136
C  9.071  19.699  24.797
C  9.001  21.179  25.349
C  10.393  22.079  24.869
O  11.503  21.372  25.270
C  12.662  22.052  24.947
N  7.800  21.791  24.767
H  8.311  19.038  25.386
H  9.780  19.315  25.426
H  9.208  19.658  23.745
H  9.031  21.335  26.414
H  10.184  22.957  25.103
H  10.265  22.078  23.762
H  12.785  22.074  23.823
H  13.632  21.633  25.332
H  12.627  23.073  25.381
H  7.894  21.436  23.933
H  7.034  21.309  25.038
C  5.695  26.021  22.851
O  5.012  25.021  23.410
H  6.295  25.492  22.134
H  6.221  26.635  23.571
H  4.989  26.714  22.466
H  4.077  24.901  22.943
C  8.990  22.189  29.819
O  8.235  22.452  28.777
H  8.963  23.097  30.289
H  10.017  22.064  29.565
H  8.932  21.324  30.459
H  7.268  22.012  28.997
C  4.375  23.177  26.727
O  5.286  23.826  27.790
H  3.668  23.851  26.244
H  3.765  22.591  27.090
H  4.843  22.877  25.905
H  4.661  24.368  28.433
C  11.023  25.152  23.231
O  9.800  25.724  23.591
H  11.056  24.229  22.624
H  11.772  24.966  24.085
H  11.651  25.939  22.689
H  9.743  26.732  23.558

Properties
HOMO energy ... -11.38 eV
Total charge ... +1
Frontier orbital gap ... 9.528 eV
Strongest force on any atom ... 11.71 eV Å⁻¹
Energy relative to the best compared isomer or geometry (same formula, charge and spin) ... 206.4 kJ/mol

Below is a 12-piece molecular cluster, C20H64O20 overall at a distorted geometry, with properties calculated with ωB97M-V with the def2-TZVPD basis set.

Positions of all 104 atoms, in Å:
C  -2.311  5.386  -1.341
C  -1.861  5.188  0.090
O  -2.044  3.790  0.444
O  -1.487  4.750  -2.253
H  -2.335  6.476  -1.660
H  -3.348  5.033  -1.569
H  -2.480  5.654  0.790
H  -0.873  5.656  0.211
H  -1.266  3.518  0.909
H  -0.811  4.321  -1.740
C  -4.613  0.633  3.365
C  -3.453  1.071  2.380
O  -2.821  -0.087  1.831
O  -5.833  0.159  2.805
H  -4.901  1.533  3.859
H  -4.070  -0.096  3.990
H  -2.612  1.618  2.957
H  -3.912  1.852  1.672
H  -2.632  0.093  0.899
H  -5.450  -0.490  2.162
C  3.567  -2.978  -1.033
C  3.686  -1.914  -2.049
O  2.412  -1.371  -2.405
O  2.882  -2.409  0.066
H  4.581  -3.252  -0.790
H  3.040  -3.781  -1.515
H  4.157  -2.276  -3.001
H  4.246  -1.056  -1.620
H  2.048  -0.839  -1.731
H  3.109  -2.785  0.857
C  2.159  3.426  -1.298
C  2.400  4.903  -1.184
O  1.847  5.513  -2.338
O  0.788  3.150  -1.204
H  2.752  2.955  -0.477
H  2.548  2.992  -2.199
H  3.444  5.075  -1.153
H  1.845  5.224  -0.291
H  0.932  5.275  -2.451
H  0.587  2.552  -1.966
C  -2.162  -3.102  -0.645
C  -0.770  -3.054  -1.200
O  0.193  -3.402  -0.231
O  -3.018  -2.275  -1.504
H  -2.044  -2.665  0.352
H  -2.536  -4.177  -0.583
H  -0.549  -2.057  -1.660
H  -0.656  -3.796  -2.014
H  0.838  -2.676  -0.244
H  -2.974  -2.616  -2.417
C  1.573  -4.539  4.738
C  1.788  -4.708  3.228
O  1.351  -3.645  2.437
O  2.183  -3.333  5.291
H  2.162  -5.368  5.256
H  0.549  -4.626  5.109
H  1.311  -5.611  2.854
H  2.884  -4.810  2.993
H  0.432  -3.743  2.163
H  1.484  -2.632  5.346
C  -1.694  -0.355  -5.368
C  -0.415  -1.213  -5.326
O  0.490  -0.552  -4.401
O  -2.214  -0.249  -4.076
H  -2.432  -0.736  -6.030
H  -1.512  0.664  -5.818
H  -0.032  -1.322  -6.314
H  -0.712  -2.191  -5.021
H  1.191  -1.167  -4.100
H  -1.785  0.448  -3.551
C  1.180  0.534  1.564
C  0.341  -0.478  0.799
O  0.403  -0.150  -0.639
O  1.532  0.161  2.887
H  0.708  1.539  1.592
H  2.112  0.638  0.975
H  -0.780  -0.474  0.972
H  0.699  -1.476  1.041
H  -0.461  0.227  -0.802
H  2.391  -0.317  2.897
C  0.127  2.992  -4.452
O  -0.151  1.993  -3.467
H  1.053  3.535  -4.117
H  0.226  2.563  -5.447
H  -0.795  3.669  -4.456
H  0.380  1.176  -3.634
C  4.680  -1.495  4.278
O  3.697  -1.756  3.266
H  4.702  -2.362  5.005
H  5.691  -1.342  3.878
H  4.328  -0.617  4.879
H  3.025  -2.363  3.673
C  -0.903  -1.067  4.882
O  0.504  -1.360  4.711
H  -1.441  -0.975  3.929
H  -1.379  -1.920  5.397
H  -0.955  -0.120  5.404
H  0.920  -0.860  4.021
C  -3.310  1.198  -1.800
O  -2.265  0.356  -1.313
H  -2.793  2.030  -2.267
H  -3.894  0.630  -2.562
H  -3.902  1.520  -0.985
H  -2.505  -0.587  -1.392

Properties
SMILES string ... OCCO.OCCO.OCCO.OCCO.OCCO.OCCO.OCCO.OCCO.CO.CO.CO.CO
HOMO energy ... -9.81 eV
Frontier orbital gap ... 10.391 eV
Strongest force on any atom ... 3.74 eV Å⁻¹
Energy relative to the best compared isomer or geometry (same formula, charge and spin) ... 87.2 kJ/mol